Below is a gas-phase ion, C3H3N4O6 (charge +1) in a non-equilibrium geometry, with properties calculated with ωB97M-V/def2-TZVPD.

Each line ends with the Löwdin charge.
Element x y z (Å)
1 C -0.0785 0.3278 -0.9719  0.054
2 C 0.6525 1.1176 0.8140  0.070
3 C 0.1571 -0.2759 0.3903  -0.117
4 N 0.3572 1.4816 -0.5493  0.309
5 N -0.7294 -0.0147 -2.1610  -0.301
6 N 0.9904 -1.5260 0.5245  -0.357
7 N -1.0851 -0.6443 1.2098  -0.310
8 O -1.6878 -0.7664 -2.1145  0.225
9 O -0.2928 0.6152 -3.0982  0.199
10 O 0.6174 -2.4845 -0.0658  0.195
11 O 1.9328 -1.4533 1.2350  0.192
12 O -2.1633 -0.2898 0.8063  0.170
13 O -0.8618 -1.2212 2.2382  0.193
14 H 0.0458 1.6887 1.4610  0.157
15 H 1.6393 1.0859 1.1767  0.147
16 H 0.5061 2.3592 -0.8952  0.174

Summary:
Charge: +1
Orbital gap: 0.3062 Ha
Relative energy (zero: lowest compared OMol25 entry of this formula, charge and spin): 43.07 kJ/mol
E_HOMO: -16.453 eV
Structure (SMILES): O=[N+]([O-])C1=[NH+]CC1([N+](=O)[O-])[N+](=O)[O-]

=====

Below is 2 unconnected molecules or ions with the total composition C19H33N8O3 in a non-equilibrium geometry, with properties calculated with ωB97M-V/def2-TZVPD.

Each line ends with the Löwdin charge.
Element x y z (Å)
1 C -4.5417 4.7531 0.3770  0.019
2 C -4.0836 3.3819 -0.0730  -0.529
3 O -3.6010 2.5968 0.7073  0.051
4 N -4.2644 3.0863 -1.4248  0.067
5 C -3.1647 2.2624 -1.9719  -0.186
6 C -3.3798 0.7792 -1.7347  -0.172
7 C -2.0815 -0.0008 -2.0519  -0.174
8 C -1.9580 -1.1301 -1.0309  -0.096
9 C -0.8486 -2.0831 -1.3019  -0.185
10 N -0.2749 -2.2383 -2.4940  0.170
11 C 0.6971 -3.2269 -2.4305  0.044
12 C 0.6876 -3.6651 -1.1345  -0.142
13 C 1.5607 -4.7578 -0.5863  -0.152
14 O 2.6595 -4.9840 -1.4347  -0.100
15 N 3.7242 -4.0554 -1.0985  0.002
16 O 4.7306 -4.4278 -1.5087  0.127
17 N -0.2689 -2.9417 -0.4421  0.061
18 C -0.5841 -3.1546 0.9799  -0.074
19 C -0.7717 -1.8653 1.7752  -0.176
20 C 0.2103 -0.7621 1.4154  -0.195
21 C 0.1428 0.3777 2.4243  -0.194
22 N 0.8991 1.5407 1.9853  0.018
23 C 0.2324 2.3627 1.0689  -0.532
24 N 0.4466 2.1922 -0.1783  0.138
25 N -0.5962 3.3755 1.6074  0.119
26 H -4.3529 5.4764 -0.4083  0.080
27 H -3.9852 4.9866 1.2739  0.086
28 H -5.6021 4.7035 0.6008  0.095
29 H -4.2633 3.9796 -1.9012  0.119
30 H -2.2297 2.5475 -1.4911  0.096
31 H -3.0523 2.4246 -3.0391  0.129
32 H -4.1662 0.3843 -2.3726  0.122
33 H -3.6533 0.5985 -0.7027  0.100
34 H -2.1982 -0.4475 -3.0374  0.110
35 H -1.2185 0.6591 -2.0247  0.107
36 H -2.8918 -1.6946 -1.0861  0.150
37 H -1.9039 -0.7313 -0.0309  0.095
38 H -0.4828 -1.7508 -3.3484  0.171
39 H 1.3160 -3.5565 -3.2378  0.139
40 H 0.9896 -5.6825 -0.5807  0.145
41 H 1.8692 -4.5595 0.4372  0.119
42 H -1.4916 -3.7483 1.0302  0.141
43 H 0.2304 -3.7221 1.4078  0.120
44 H -0.5923 -2.1204 2.8185  0.129
45 H -1.8049 -1.5340 1.7478  0.113
46 H 0.0164 -0.3073 0.4486  0.081
47 H 1.2250 -1.1637 1.4233  0.127
48 H 0.4902 0.0597 3.4045  0.124
49 H -0.8940 0.6891 2.5575  0.126
50 H 1.8207 1.3053 1.6521  0.089
51 H -0.0745 2.8806 -0.7157  0.031
52 H -1.5402 3.0356 1.7625  0.060
53 H -0.6406 4.1604 0.9749  0.080
54 N 4.4383 0.4510 0.4266  -0.007
55 C 4.6942 1.5320 1.2294  -0.151
56 C 5.8744 1.3044 1.8811  -0.100
57 C 6.3545 0.0358 1.4533  -0.103
58 C 5.4498 -0.4643 0.5561  -0.146
59 H 3.6357 0.3506 -0.1670  0.130
60 H 4.0156 2.3682 1.2626  0.104
61 H 6.3442 1.9709 2.5840  0.095
62 H 7.2623 -0.4505 1.7674  0.093
63 H 5.4399 -1.3861 -0.0003  0.094

Summary:
Charge: +1
Orbital gap: 0.2682 Ha
E_HOMO: -10.138 eV